Record 1
DFT (ωB97M-V/def2-TZVPD) results for a 2-piece molecular cluster, C4H11NO overall.

Results
**Electronic energy**: -288.7343 a.u.
**Max |F|**: 0.03621 hartree/bohr
**Multiplicity**: 1
**HOMO**: -0.324 hartree
**Energy above the lowest of the compared OMol25 structures with the same formula, charge and spin**: 7.692 eV
**Kohn-Sham gap**: 0.1872 Eh

Each line ends with the natural charge from an NBO analysis.
CARTESIAN COORDINATES (ANGSTROEM)
C 0.577 1.606 -0.843  -0.64
C 0.167 0.273 -1.483  -0.22
N 0.650 -0.952 -0.820  -0.61
C 0.037 -1.344 0.410  -0.23
C 0.316 -0.595 1.753  -0.51
O -1.821 0.958 1.106  -0.22
H 0.650 2.376 -1.608  0.21
H -0.085 1.807 -0.016  0.23
H 1.587 1.514 -0.435  0.19
H -0.924 0.206 -1.473  0.20
H 0.540 0.150 -2.499  0.19
H 1.656 -0.886 -0.766  0.35
H -1.035 -1.213 0.276  0.21
H 0.248 -2.381 0.656  0.20
H -0.124 -1.171 2.569  0.22
H -0.323 0.335 1.721  0.20
H 1.368 -0.501 1.987  0.22

=====

Record 2
DFT (ωB97M-V/def2-TZVPD) results for one molecule with the formula C4H11NO.

Results
**Electronic energy**: -288.9888 a.u.
**Max |F|**: 0.01521 hartree/bohr
**Multiplicity**: 1
**SMILES**: C[C@H](O)CCN
**HOMO**: -0.343 hartree
**Energy above the lowest of the compared OMol25 structures with the same formula, charge and spin**: 0.768 eV
**Kohn-Sham gap**: 0.3745 Eh

Each line ends with the natural charge from an NBO analysis.
CARTESIAN COORDINATES (ANGSTROEM)
C 1.511 1.431 -0.847  -0.62
C 0.854 0.232 -0.202  0.10
O 1.363 -0.929 -0.846  -0.72
C -0.676 0.313 -0.309  -0.43
C -1.429 -0.877 0.285  -0.22
N -1.425 -1.027 1.722  -0.84
H 1.323 1.453 -1.913  0.21
H 2.580 1.461 -0.692  0.22
H 1.087 2.341 -0.419  0.21
H 1.141 0.186 0.857  0.15
H 1.049 -1.700 -0.356  0.46
H -0.997 1.256 0.141  0.20
H -0.918 0.304 -1.370  0.21
H -2.448 -0.842 -0.106  0.18
H -1.029 -1.764 -0.197  0.18
H -0.722 -1.682 2.037  0.36
H -1.265 -0.157 2.215  0.36

=====

Record 3
DFT (ωB97M-V/def2-TZVPD) results for C4H11NO as an isolated structure.

Results
**Electronic energy**: -288.6889 a.u.
**Max |F|**: 0.10207 hartree/bohr
**Multiplicity**: 1
**HOMO**: -0.308 hartree
**Energy above the lowest of the compared OMol25 structures with the same formula, charge and spin**: 8.930 eV
**Kohn-Sham gap**: 0.2439 Eh

Each line ends with the natural charge from an NBO analysis.
CARTESIAN COORDINATES (ANGSTROEM)
C -1.574 -0.287 -0.531  -0.10
O -1.052 -1.230 -1.385  -0.72
C -0.579 0.896 -0.025  0.05
C 0.464 0.684 0.810  -0.55
C 1.873 -0.176 -0.213  0.01
N 1.273 -1.168 -1.093  -0.89
H -2.072 -0.793 0.328  0.15
H -2.551 0.129 -1.079  0.15
H 0.183 -1.070 -1.243  0.41
H -0.666 1.737 -0.706  0.20
H -1.797 0.450 1.949  -0.01
H 0.528 -0.546 1.161  0.28
H 0.972 1.505 1.440  0.27
H 2.097 0.787 -0.575  0.18
H 2.554 -0.647 0.494  0.20
H -1.387 0.736 2.646  0.00
H 1.737 -1.008 -1.980  0.37